Arrangement a

This record from OMol25 describes an isolated ion of composition C4H10N3 and charge +1. The level of theory is ωB97M-V with the def2-TZVPD basis set.

Last column: Mulliken charge in e.
Geometry (Å):
C 2.7339 0.4523 -0.1216  0.145
C 0.9715 -1.2746 -0.1455  -0.802
C -0.1791 -0.3122 0.1985  0.584
C -1.5449 -1.0299 0.0207  -1.665
N 2.2150 -0.6594 -0.0438  -0.078
N -0.0524 0.8844 -0.5386  -0.831
N -0.6994 1.9853 -0.0032  -0.026
H 3.5444 1.0441 0.0270  0.410
H 0.9301 -2.2757 0.3583  0.379
H 0.8451 -1.5468 -1.1358  0.406
H -0.1865 0.0109 1.3924  0.294
H -2.4108 -0.4808 0.2185  0.403
H -1.6512 -2.0592 0.5099  0.373
H -1.7440 -1.2649 -1.0562  0.410
H -1.7310 1.7363 -0.2452  0.352
H -0.4651 2.8567 -0.3974  0.311
H -0.5755 1.9336 0.9618  0.335

The charge is +1.

Arrangement b

This record from OMol25 describes an isolated ion of composition C4H10N3 and charge +1. The level of theory is ωB97M-V with the def2-TZVPD basis set.

Last column: Mulliken charge in e.
Geometry (Å):
C 1.1440 -1.0612 0.5273  0.017
C -1.2046 -1.1678 0.9592  -0.592
C 0.1162 1.0996 -0.0628  0.218
C 0.1508 1.9370 -1.3689  -1.348
N 0.1067 -1.7993 0.8193  -0.112
N -1.6094 -0.1735 0.0434  -0.516
N 1.2052 0.2026 0.1697  -0.141
H 2.1730 -1.5221 0.3746  0.326
H -1.8527 -2.0765 0.9317  0.366
H -1.1311 -0.9206 2.0545  0.372
H -0.3121 1.6718 0.6937  0.286
H -0.8366 2.4558 -1.5449  0.342
H 0.6249 1.4098 -2.1521  0.417
H 0.6464 2.8239 -1.1319  0.449
H 0.3075 -2.7888 0.9113  0.269
H -1.5967 -0.7290 -0.8976  0.302
H 2.0685 0.6384 -0.3265  0.345

The charge is +1.

Pick arrangement b: it beats the second-best structure by 0.0993 hartree.

Arrangement a

This record from OMol25 describes a 2-piece molecular cluster, C4H10Se overall. The level of theory is ωB97M-V with the def2-TZVPD basis set.

Last column: Mulliken charge in e.
Geometry (Å):
C -0.9596 -0.7503 -1.0942  -0.993
C -0.5393 -0.1728 0.0250  0.863
C -0.4511 1.3360 0.1232  -1.418
C -0.3072 -0.9382 1.2654  -1.106
H -1.2616 -1.8181 -1.0948  0.284
H -1.3229 -0.1467 -1.9161  0.288
H -0.0894 1.8878 -0.8647  0.334
H -1.4533 1.8718 0.2074  0.295
H 0.2664 1.4651 0.8963  0.501
H 0.6821 -1.5188 1.3744  0.225
H -0.2675 -0.2378 2.0717  0.370
H -1.0711 -1.6631 1.4486  0.387
Se 2.6502 -0.0572 -0.2879  -0.261
H 1.5535 0.8667 -0.4056  0.129
H 2.5706 -0.1244 -1.7486  0.103

As for the SMILES: C=C(C)C.[SeH2].

Arrangement b

This record from OMol25 describes a 2-piece molecular cluster, C4H10Se overall. The level of theory is ωB97M-V with the def2-TZVPD basis set.

Last column: Mulliken charge in e.
Geometry (Å):
C 1.3470 -0.7588 0.7302  -0.985
C 0.6376 0.5922 0.9325  -0.105
C -0.8151 0.7370 0.7068  -1.297
C -1.2120 0.1760 -2.0179  -0.332
Se -1.9553 -1.4986 -1.9605  -0.048
H 2.2873 -0.5899 1.2052  0.348
H 1.5148 -0.9572 -0.3136  0.320
H 0.8075 -1.5610 1.2640  0.265
H 0.7132 0.7577 2.1194  0.257
H 1.0738 1.2954 0.2129  0.244
H -1.1343 1.5502 0.1974  0.599
H -1.5963 0.2130 1.2200  0.335
H -1.9572 0.9278 -2.0130  0.334
H -0.5650 0.1981 -1.1142  -0.020
H -0.4379 -2.0945 -1.9998  0.085

Pick arrangement a: it beats the second-best structure by 0.1283 hartree.